Entry 1:
123
Properties=species:S:1:pos:R:3 method="wB97M-V/def2-TZVPD" orbital_gap_ev="5.45 / 5.27" total_charge=+1 spin_multiplicity=4 e_tot_ha=-4942.3184 homo_energy_ev="-8.585 / -8.608" s_squared=3.78 lumo_energy_ha="-0.1154 / -0.1228"
Cr 0.069 0.662 -1.206
O 1.894 0.153 -0.975
C 2.866 -0.127 -1.921
C 2.240 -0.151 -3.347
C 1.057 -1.071 -3.381
C 1.071 -2.134 -4.270
C -0.019 -2.985 -4.338
C -1.052 -2.805 -3.438
C -0.971 -1.798 -2.487
C -1.959 -1.731 -1.362
C -1.264 -1.768 0.040
O -0.417 -0.656 0.178
C -2.451 -1.669 1.024
C -3.207 -2.783 1.375
C -4.355 -2.640 2.142
C -4.768 -1.384 2.561
C -4.003 -0.273 2.240
C -2.848 -0.420 1.484
C -0.571 -3.133 0.265
C -0.758 -4.229 -0.574
C -0.207 -5.472 -0.288
C 0.535 -5.663 0.863
C 0.722 -4.588 1.718
C 0.171 -3.351 1.423
N 0.025 -0.890 -2.519
C 3.958 0.946 -1.833
C 4.434 1.281 -0.568
C 5.428 2.232 -0.413
C 5.974 2.861 -1.524
C 5.497 2.547 -2.785
C 4.493 1.598 -2.939
C 3.495 -1.517 -1.735
C 4.583 -1.890 -2.525
C 5.091 -3.177 -2.464
C 4.529 -4.107 -1.599
C 3.460 -3.735 -0.799
C 2.936 -2.450 -0.877
H 2.969 -0.503 -4.072
H 1.974 0.865 -3.598
H 1.928 -2.282 -4.911
H -0.046 -3.790 -5.060
H -1.921 -3.448 -3.464
H -2.669 -2.553 -1.429
H -2.537 -0.814 -1.384
H -2.901 -3.769 1.048
H -4.933 -3.516 2.404
H -5.679 -1.274 3.133
H -4.308 0.713 2.569
H -2.235 0.435 1.240
H -1.346 -4.152 -1.472
H -0.375 -6.295 -0.971
H 0.949 -6.635 1.098
H 1.286 -4.709 2.635
H 0.330 -2.545 2.114
H 4.009 0.793 0.300
H 5.784 2.484 0.578
H 6.766 3.590 -1.410
H 5.902 3.038 -3.662
H 4.143 1.377 -3.940
H 5.036 -1.170 -3.197
H 5.926 -3.451 -3.095
H 4.922 -5.114 -1.554
H 3.019 -4.446 -0.112
H 2.078 -2.176 -0.276
N 1.255 4.779 -0.533
C 1.279 4.660 0.838
C 1.662 5.552 1.831
C 1.525 5.123 3.133
C 0.991 3.861 3.431
C 0.598 2.988 2.439
C 0.787 3.371 1.110
N 0.506 2.726 -0.092
C 0.788 3.610 -1.028
C 0.559 3.363 -2.430
C 0.524 4.266 -3.447
S 0.137 3.480 -4.913
C 0.039 1.997 -4.074
N 0.293 2.070 -2.794
H 1.543 5.580 -1.067
H 2.038 6.539 1.593
H 1.823 5.775 3.943
H 0.870 3.573 4.466
H 0.139 2.045 2.676
H 0.678 5.332 -3.422
H -0.173 1.083 -4.609
C 0.276 -0.396 3.568
Te 1.663 -0.223 1.897
C 3.094 -0.810 3.440
C 2.454 -0.571 4.777
C 3.196 -0.585 5.955
C 2.579 -0.388 7.180
C 1.208 -0.178 7.239
C 0.464 -0.164 6.071
C 1.080 -0.358 4.837
H -0.300 -1.324 3.525
H -0.458 0.412 3.544
H 4.029 -0.257 3.345
H 3.329 -1.870 3.314
H 4.264 -0.760 5.910
H 3.165 -0.404 8.090
H 0.722 -0.034 8.195
H -0.608 -0.007 6.116
S -6.040 3.146 -2.179
C -4.398 2.505 -1.926
C -3.688 2.764 -0.761
C -2.449 2.185 -0.587
N -1.869 1.368 -1.480
C -2.560 1.143 -2.612
C -3.797 1.686 -2.877
C -6.839 1.902 -1.149
C -7.202 0.680 -1.693
C -7.805 -0.247 -0.853
N -8.043 -0.019 0.433
C -7.693 1.157 0.937
C -7.085 2.158 0.190
H -4.095 3.410 0.003
H -1.885 2.373 0.316
H -2.108 0.470 -3.327
H -4.307 1.450 -3.800
H -7.038 0.461 -2.739
H -8.121 -1.213 -1.229
H -7.918 1.311 1.987
H -6.830 3.111 0.633

Entry 2:
43
Properties=species:S:1:pos:R:3 method="wB97M-V/def2-TZVPD" orbital_gap_ev="4.47 / 4.70" total_charge=+2 spin_multiplicity=5 e_tot_ha=-2405.8519 homo_energy_ev="-12.946 / -14.595" s_squared=6.03 lumo_energy_ha="-0.3116 / -0.3636"
I 1.104 3.760 -2.975
I 3.086 2.415 -4.273
Ir 0.860 -0.107 -0.793
P 2.640 0.633 0.403
C 3.258 2.111 -0.397
C 2.192 0.903 2.185
H 3.055 1.165 2.806
H 4.767 -0.399 1.103
H 1.768 -0.016 2.613
H 3.551 -1.591 0.631
H 2.433 2.807 -0.599
H 1.466 1.722 2.276
C 3.964 -0.610 0.392
H 4.019 2.623 0.202
H 4.404 -0.626 -0.609
H 3.693 1.827 -1.363
P -0.333 -0.854 -2.564
C -0.207 0.372 -3.855
C 0.369 -2.403 -3.172
H -2.105 -1.879 -1.192
H -2.642 -1.712 -2.857
H -2.612 -0.273 -1.830
C -2.082 -1.208 -2.064
H 0.548 -3.088 -2.343
H -0.276 -2.905 -3.894
H -0.883 0.153 -4.686
H 0.824 0.385 -4.226
H 1.312 -2.175 -3.674
H -0.428 1.373 -3.467
Cl 1.113 -2.245 0.047
N -0.494 0.231 0.365
C -1.387 0.374 1.113
C -2.360 0.351 2.142
C -2.030 0.632 3.486
C -2.767 0.042 4.511
C -3.981 -0.600 4.181
C -4.444 -0.640 2.853
C -3.685 -0.048 1.851
H -1.154 1.257 3.664
H -2.475 0.207 5.545
H -4.569 -1.054 4.988
H -5.456 -0.993 2.642
H -4.056 0.082 0.833

Entry 3:
132
Properties=species:S:1:pos:R:3 method="wB97M-V/def2-TZVPD" orbital_gap_ev=8.75 total_charge=0 e_tot_ha=-1753.8966 homo_energy_ev=-8.095 lumo_energy_ha=0.0241 smiles=CCN(CC)CC.CCN(CC)CC.CCN(CC)CC.CCN(CC)CC.CCN(CC)CC.CCN(CC)CC
C 6.196 -4.728 2.782
C 5.908 -5.859 3.819
N 5.786 -5.401 5.176
C 5.501 -6.555 6.106
C 4.995 -6.056 7.554
C 6.830 -4.462 5.682
C 8.227 -5.215 5.777
H 7.198 -4.353 2.989
H 5.593 -3.821 2.721
H 6.187 -5.156 1.780
H 5.102 -6.486 3.439
H 6.678 -6.630 3.815
H 4.731 -7.135 5.598
H 6.338 -7.237 6.255
H 5.790 -5.465 8.010
H 4.163 -5.354 7.498
H 4.844 -6.917 8.206
H 6.530 -4.074 6.655
H 6.873 -3.552 5.083
H 8.607 -5.513 4.800
H 8.156 -6.086 6.428
H 9.065 -4.670 6.211
C -9.758 -8.806 -0.101
C -9.241 -7.740 -1.097
N -7.879 -7.929 -1.620
C -6.818 -7.615 -0.669
C -6.824 -6.075 -0.494
C -7.707 -9.257 -2.260
C -6.444 -9.331 -3.119
H -10.706 -8.562 0.380
H -9.026 -9.150 0.630
H -10.105 -9.696 -0.625
H -9.852 -7.459 -1.955
H -9.370 -6.834 -0.506
H -6.929 -8.006 0.342
H -5.844 -7.899 -1.068
H -6.834 -5.638 -1.493
H -7.675 -5.727 0.092
H -6.035 -5.607 0.096
H -8.471 -9.597 -2.958
H -7.714 -10.035 -1.496
H -6.628 -10.142 -3.824
H -5.477 -9.472 -2.635
H -6.371 -8.453 -3.761
C 0.835 -2.364 1.162
C 1.090 -1.063 0.314
N -0.185 -0.645 -0.260
C -0.545 -1.597 -1.351
C -2.015 -1.516 -1.683
C -0.027 0.764 -0.642
C -0.257 1.642 0.615
H 1.079 -3.240 0.561
H -0.132 -2.288 1.660
H 1.503 -2.417 2.022
H 1.706 -0.350 0.860
H 1.843 -1.427 -0.385
H -0.107 -1.659 -2.347
H -0.397 -2.613 -0.984
H -2.207 -0.630 -2.288
H -2.302 -2.265 -2.422
H -2.554 -1.597 -0.739
H -0.859 1.020 -1.297
H 0.984 0.974 -0.989
H 0.349 1.468 1.504
H -1.283 1.395 0.886
H -0.082 2.703 0.434
C -2.022 9.171 -0.071
C -3.354 9.478 0.730
N -3.972 10.789 0.298
C -4.470 10.686 -1.022
C -4.677 12.098 -1.669
C -5.030 11.174 1.310
C -4.413 11.958 2.452
H -2.250 8.788 -1.065
H -1.342 8.468 0.410
H -1.391 10.044 -0.237
H -4.047 8.637 0.717
H -3.083 9.643 1.773
H -5.377 10.085 -1.085
H -3.760 10.203 -1.694
H -4.707 12.014 -2.756
H -3.826 12.688 -1.329
H -5.627 12.514 -1.333
H -5.722 11.859 0.822
H -5.665 10.379 1.703
H -5.209 12.504 2.959
H -3.847 11.384 3.185
H -3.787 12.774 2.092
C 5.853 6.557 7.276
C 5.480 6.397 5.819
N 4.350 7.266 5.359
C 3.783 6.622 4.120
C 4.651 6.439 2.848
C 4.682 8.663 5.102
C 3.384 9.472 4.907
H 5.002 6.280 7.899
H 6.042 7.608 7.492
H 6.693 5.967 7.643
H 6.251 6.623 5.082
H 5.243 5.337 5.732
H 3.418 5.618 4.339
H 2.810 7.038 3.859
H 4.249 5.955 1.958
H 5.161 7.313 2.444
H 5.381 5.694 3.165
H 5.357 8.711 4.248
H 5.256 8.972 5.975
H 3.627 10.505 5.156
H 2.550 9.237 5.569
H 3.015 9.596 3.889
C 0.174 -1.712 -7.643
C 0.393 -2.340 -9.043
N 1.341 -3.455 -9.074
C 1.157 -4.363 -7.986
C 0.087 -5.377 -8.255
C 1.482 -3.929 -10.483
C 2.538 -5.017 -10.791
H -0.274 -0.745 -7.874
H 1.029 -1.555 -6.985
H -0.475 -2.379 -7.076
H -0.554 -2.553 -9.539
H 0.865 -1.528 -9.596
H 2.124 -4.854 -8.098
H 1.202 -4.012 -6.956
H -0.841 -4.805 -8.254
H 0.213 -5.976 -9.156
H -0.132 -6.026 -7.407
H 2.026 -3.145 -11.010
H 0.577 -4.152 -11.048
H 2.193 -6.015 -10.522
H 3.476 -4.794 -10.284
H 2.706 -5.016 -11.868

Entry 4:
15
Properties=species:S:1:pos:R:3 method="wB97M-V/def2-TZVPD" orbital_gap_ev=8.24 total_charge=-1 e_tot_ha=-633.2447 homo_energy_ev=-4.861 lumo_energy_ha=0.1242
C 2.460 -0.085 1.347
C -0.954 -1.289 0.022
C -1.879 0.781 0.470
C -0.129 -0.236 -0.689
N 1.225 -0.091 -0.146
N 3.401 0.272 0.634
N 2.074 0.281 -1.086
N 3.254 0.490 -0.717
N -1.929 -0.596 0.699
N -0.923 0.967 -0.468
O -0.855 -2.490 -0.010
O -2.615 1.597 0.973
H -0.048 -0.450 -1.764
H -2.586 -1.024 1.332
H -0.495 1.872 -0.597